1.
Entry from OMol25: C4H8N2O in the gas phase at a distorted geometry (ωB97M-V/def2-TZVPD).

Geometry as XYZ:
```
15
Properties=species:S:1:pos:R:3:forces:R:3:mulliken_charge:R:1
N -1.25222 -1.38374 1.47131 0.5719 -0.4309 -0.3651 -0.694
C 0.03627 -0.81439 1.64397 1.1299 0.2045 -0.4464 0.524
O 0.61222 -0.64920 2.68192 -0.2714 0.2060 -0.6369 -0.485
C 0.70137 -0.66695 0.19758 0.2962 0.3660 0.4334 -0.798
N -0.26758 0.07240 -0.60264 0.0543 -0.0012 0.1650 -0.247
C 0.14691 0.86508 -1.74445 0.1399 0.0081 -0.1669 -0.282
C -0.19078 1.51145 -0.45041 -0.0334 0.3296 0.1302 -0.567
H -0.74336 -1.97275 0.78346 -1.9045 -1.3656 0.0280 0.359
H -1.73416 -0.81605 0.76536 -0.0482 0.1412 0.2948 0.426
H 1.66288 -0.18312 0.36606 0.1818 0.3483 -0.2901 0.398
H 0.90124 -1.61924 -0.34171 -0.1834 0.2305 0.7604 0.371
H 1.19122 0.84664 -2.05031 -0.0999 -0.0034 0.1262 0.248
H -0.57203 0.90014 -2.56207 0.1810 -0.0672 0.1820 0.246
H 0.64308 1.88291 0.14436 -0.1439 0.0287 -0.0967 0.258
H -1.13507 2.02683 -0.30243 0.1299 0.0055 -0.1178 0.244
```
Forces are in eV/Å.

As for the SMILES: NC(=O)CN1CC1. As for the multiplicity: 1. The energy comes out at -341.8814 hartree.

***

2.
Entry from OMol25: 2 unconnected molecules or ions with the total composition C12H14OSi2 at a distorted geometry (ωB97M-V/def2-TZVPD).

Geometry as XYZ:
```
29
Properties=species:S:1:pos:R:3:forces:R:3:mulliken_charge:R:1
C 3.84654 -0.85018 0.75566 1.3588 1.8105 0.0243 -0.452
C -3.01542 -1.61931 1.01255 -0.4376 -0.3887 3.4767 -0.212
C 2.86013 -1.75018 0.42382 1.7119 -0.9177 1.3575 -0.362
C 3.84389 0.40061 0.11104 -1.3700 -0.0013 0.5142 -0.549
C -2.05656 -0.82704 1.59751 -0.5932 2.2057 0.6042 -0.706
C -2.93371 -1.94309 -0.27283 -1.0747 -2.1598 -2.0561 -0.496
C 1.90858 -1.47659 -0.46375 -1.5446 0.0784 -0.9003 -0.138
C 2.66728 0.79062 -0.54673 1.4410 -0.8222 -0.8189 -0.392
C -1.10984 -0.23595 0.75498 -0.7012 -0.3718 0.9797 -0.086
C -2.02998 -1.35801 -1.10982 2.4911 -0.8508 -2.6563 -0.330
C 1.74415 -0.17953 -0.92953 -1.2251 1.0132 0.0361 0.442
C -1.04359 -0.54626 -0.59391 0.0364 1.3948 0.3061 0.444
O -0.32788 3.13786 -0.21635 0.3880 -1.0915 -0.6303 -0.384
Si -1.91610 2.99188 -0.64556 1.4149 2.9528 -0.3870 0.578
Si 0.13855 0.45737 -1.70042 0.2881 -0.3218 -0.4474 -0.579
H 4.60513 -1.00834 1.53110 -0.2038 -0.4397 -0.5443 0.343
H -3.79232 -2.10936 1.63359 0.5591 0.4556 -0.3775 0.321
H 2.82259 -2.73161 0.83035 0.3756 -0.6368 0.6283 0.392
H 4.58731 1.18480 0.11702 0.4860 -0.3582 0.7813 0.355
H -2.26490 -0.43069 2.62719 0.7588 -0.6438 -0.9246 0.274
H -3.55719 -2.80467 -0.47564 -0.2216 0.2590 -1.1614 0.302
H 1.25182 -2.32356 -0.64798 -0.4076 0.5344 -0.4769 0.331
H 2.65523 1.82587 -0.87426 -0.5004 -0.1088 -0.2312 0.369
H -0.51325 0.54992 1.14737 0.8987 0.3447 0.4792 0.477
H -1.70107 -1.62648 -2.18118 -1.8780 -0.1095 1.3674 0.207
H 0.16643 3.31981 0.56698 -0.1153 0.1417 0.6945 0.307
H -2.28502 4.45426 -0.56554 -0.5601 -0.5865 -0.1356 -0.200
H -2.74643 2.17951 0.10971 -1.0886 -1.1584 1.2437 -0.123
H -1.80440 2.52833 -1.99535 -0.2869 -0.2232 -0.7456 -0.130
```
Forces are in eV/Å.

As for the multiplicity: 1. The energy comes out at -1119.7863 hartree.

***

3.
Entry from OMol25: C6H7NO in the gas phase at a distorted geometry (ωB97M-V/def2-TZVPD).

Geometry as XYZ:
```
15
Properties=species:S:1:pos:R:3:forces:R:3:mulliken_charge:R:1
C -0.05608 -0.44686 -0.47932 -4.1265 0.4381 -0.8454 0.617
C -2.69885 0.77535 0.10655 2.4822 -2.3806 -1.9727 -0.284
C 0.25864 0.42514 0.65970 1.3353 -1.8988 -2.1726 0.839
C 0.69124 -1.29252 -1.21769 0.9655 1.4300 0.5912 -0.950
C -1.67434 -0.09367 -0.75324 0.5355 0.3197 -2.9103 -0.625
C 1.62589 0.40440 1.22796 2.0012 2.8757 -0.4910 -1.102
N -0.55906 1.14516 1.24706 -0.6405 2.4668 2.5142 -0.508
O -2.00258 1.32627 0.98592 0.4594 1.2098 1.7300 -0.063
H 0.44434 -1.88763 -2.10273 -0.6810 0.3613 0.5590 0.315
H 1.78962 -1.24677 -1.07442 -0.7246 -0.2955 0.2696 0.184
H -2.20146 -1.00365 -1.01476 -0.0372 -0.1383 -0.3492 0.421
H -1.66006 0.58455 -1.74531 -0.1146 -1.5305 1.8797 0.257
H 2.42209 0.05834 0.55617 -0.5933 -0.2404 -0.0681 0.337
H 2.01493 1.45329 1.52790 -1.0608 -1.6185 -0.2518 0.304
H 1.60568 -0.20141 2.07620 0.1993 -0.9989 1.5175 0.257
```
Forces are in eV/Å.

As for the multiplicity: 1. The energy comes out at -362.5900 hartree.

***

4.
Entry from OMol25: 2 unconnected molecules or ions with the total composition C3H7O2 at a distorted geometry (ωB97M-V/def2-TZVPD).

Geometry as XYZ:
```
12
Properties=species:S:1:pos:R:3:forces:R:3:mulliken_charge:R:1
C -2.25521 0.38790 -0.66521 4.5947 0.1750 0.1168 0.081
C 0.70319 -0.14381 1.10581 -0.0874 -1.1706 2.7503 -0.830
C 0.20912 0.45335 -0.11110 0.3575 -0.4861 1.5524 0.503
O 0.45259 1.27086 -0.86027 0.7980 1.6598 -2.1039 -0.276
O -1.20238 -0.07428 -0.04558 -6.0744 0.7773 -2.1252 -0.163
H -3.14890 0.26994 -0.14819 -1.7391 -0.7980 0.7710 0.317
H -2.25449 0.99945 -1.61924 0.6166 -0.7486 1.0099 0.297
H 1.79269 -0.03752 1.23757 -0.5948 -0.0687 -0.1354 0.356
H 0.33022 -1.23758 1.17178 0.9306 1.7901 -0.0489 0.363
H 0.14771 0.42114 1.99008 1.1585 -1.0788 -1.7453 0.328
H 2.38474 -1.06775 -1.00246 0.9873 0.3528 2.4554 -0.113
H 2.14573 -1.16822 -1.63288 -0.9476 -0.4040 -2.4970 0.135
```
Forces are in eV/Å.

As for the multiplicity: 1. Its net charge is +1. The energy comes out at -268.5857 hartree.

***

5.
Entry from OMol25: a molecular structure, C30H22N5NiO5S2 (ωB97M-V/def2-TZVPD).

Geometry as XYZ:
```
65
Properties=species:S:1:pos:R:3:forces:R:3:mulliken_charge:R:1
Ni 0.17666 -0.07083 -0.12306 0.0872 -0.1215 -0.3968 -0.614
N -3.59790 1.76437 0.35288 -0.0986 -0.0975 -0.1012 -0.409
C -2.30852 1.38358 0.19208 0.0892 0.2296 0.1421 0.580
S -1.99044 -0.08593 -0.65752 -0.0774 0.0515 0.0459 -0.584
N -1.41305 2.20171 0.71780 0.0691 -0.2047 -0.1649 -1.155
N -0.15603 1.72146 0.52110 -0.2461 0.0701 0.2138 1.074
C 0.85903 2.34849 0.99183 0.2593 0.0337 -0.0157 0.206
C 0.78920 3.59354 1.79580 0.0046 -0.0499 -0.0458 -0.223
C 0.16331 4.73678 1.30767 0.0337 0.0301 -0.0354 -0.288
C 0.12826 5.89343 2.07164 0.0131 -0.0099 0.0060 -0.682
C 0.70420 5.91294 3.33583 0.0061 -0.0257 -0.0195 -0.359
C 1.31192 4.76844 3.83347 -0.0121 -0.0059 -0.0410 -0.858
C 1.35882 3.61176 3.06629 -0.0313 -0.0299 0.0873 0.010
C 2.15626 1.69404 0.69641 -0.1705 0.1944 0.0301 0.893
C 3.38330 2.27648 0.97018 0.1049 0.0381 0.0219 -0.556
C 4.53951 1.58074 0.65699 -0.0404 0.0710 0.0335 -0.693
C 4.44103 0.33174 0.07078 -0.0350 -0.0537 -0.0223 -0.564
C 3.17814 -0.16822 -0.20614 0.0045 -0.0606 -0.0226 0.077
N 2.07135 0.49967 0.08934 -0.0514 0.0959 0.0915 -0.145
H -4.32197 1.22279 -0.07822 -0.0129 0.0253 0.0199 0.199
H -3.80069 2.65786 0.76219 0.0356 0.0079 0.0272 0.221
H -0.30048 4.71054 0.33089 -0.0020 -0.0040 0.0000 0.439
H -0.35424 6.78095 1.68096 -0.0031 -0.0050 0.0054 0.367
H 0.67314 6.81608 3.93318 -0.0070 -0.0046 -0.0020 0.377
H 1.74461 4.77100 4.82626 0.0007 -0.0024 -0.0042 0.389
H 1.79317 2.69660 3.45240 0.0106 -0.0012 -0.0135 0.676
H 3.42025 3.25489 1.42702 0.0228 -0.0255 0.0157 0.522
H 5.50905 2.01336 0.87030 -0.0076 0.0007 0.0089 0.414
H 5.31722 -0.25041 -0.17817 -0.0048 0.0086 -0.0100 0.433
H 3.02270 -1.12745 -0.68432 0.0000 -0.0008 0.0207 0.178
O 1.51511 0.40543 3.16820 -0.0467 -0.0183 0.0428 -0.658
C 0.75302 -0.56212 2.96830 0.1318 0.0928 0.0318 0.440
O 0.08582 -0.83161 1.94431 -0.0504 -0.1025 0.1162 -0.426
C 0.61502 -1.57440 4.11011 0.0199 0.0072 -0.0134 -0.112
C -0.00281 -2.79967 3.88447 -0.0360 -0.0282 0.0239 -0.389
C -0.11805 -3.72870 4.90621 -0.0465 -0.0330 -0.0822 -0.496
C 0.38696 -3.40429 6.15281 -0.0695 -0.0948 0.1633 0.111
C 1.00755 -2.19390 6.40768 0.0342 0.0606 0.0297 -0.499
C 1.12183 -1.28250 5.37137 0.0245 -0.0027 0.0330 -0.260
N 0.25790 -4.38192 7.25251 0.2261 0.0596 -0.2388 0.998
O 0.72659 -4.08608 8.33699 -0.0926 -0.0145 0.0199 -0.631
O -0.28543 -5.44383 7.01178 -0.0526 0.0375 0.0687 -0.627
H -0.38961 -3.00013 2.89401 0.0039 0.0058 0.0079 0.496
H -0.58872 -4.68879 4.75285 -0.0012 0.0163 -0.0015 0.455
H 1.39102 -1.98901 7.39640 -0.0111 0.0142 -0.0101 0.456
H 1.60913 -0.32756 5.51582 0.0015 -0.0077 -0.0106 0.446
C 3.85482 -6.22580 -5.98787 -0.0705 0.0659 0.1011 -0.928
C 3.95881 -7.30963 -4.94758 -0.1004 0.0541 0.0172 0.641
O 4.99291 -7.76492 -4.55736 0.0179 -0.1675 -0.0972 -0.518
S 2.34730 -7.90830 -4.28419 0.2731 0.0573 0.1263 -0.134
C 1.91356 -6.38649 -3.46266 -0.1629 0.0299 -0.1161 -0.358
C 0.79427 -5.66895 -3.87406 0.0099 0.0243 0.0386 -0.319
C 0.44516 -4.49165 -3.23421 -0.0174 0.0007 -0.0356 -0.563
C 1.21215 -3.98777 -2.17662 0.0038 0.0462 0.0071 0.696
C 2.33230 -4.72737 -1.77224 0.0128 -0.0031 0.0205 -0.349
C 2.67583 -5.91323 -2.39816 -0.0270 -0.0062 -0.0208 -0.331
C 0.86691 -2.75573 -1.53799 0.0403 -0.0775 -0.0215 0.192
C 0.56857 -1.70901 -0.99146 0.0172 -0.1610 -0.0563 -0.916
H 4.84013 -5.98720 -6.38092 0.0242 -0.0124 0.0316 0.321
H 3.41300 -5.34110 -5.52548 -0.0095 0.0011 -0.0410 0.265
H 3.18360 -6.54575 -6.78378 0.0114 -0.0015 -0.0099 0.299
H 0.19994 -6.03874 -4.70025 0.0005 0.0080 -0.0002 0.404
H -0.42664 -3.93493 -3.55171 0.0021 -0.0068 -0.0025 0.454
H 2.92384 -4.36153 -0.94296 0.0049 0.0010 -0.0084 0.470
H 3.53792 -6.47843 -2.06564 -0.0070 0.0012 0.0113 0.445
```
Forces are in eV/Å.

As for the multiplicity: 1. Its net charge is -1. The energy comes out at -4111.0884 hartree.

***

6.
Entry from OMol25: 5 unconnected molecules or ions with the total composition H10O5 at a distorted geometry (ωB97M-V/def2-TZVPD).

Geometry as XYZ:
```
15
Properties=species:S:1:pos:R:3:forces:R:3:mulliken_charge:R:1
O -0.54378 0.71464 0.38206 2.1839 -0.7387 -0.5772 -0.638
H -0.73744 1.64496 0.26198 0.1727 0.2172 -0.0729 0.316
H 0.42980 0.57017 0.11790 -2.3531 0.4763 0.7023 0.328
O -3.50908 1.22822 3.53154 3.6973 1.7684 -0.9394 -0.615
H -4.09870 0.85858 4.10577 -2.9079 -1.6744 2.1620 0.291
H -2.75017 1.39447 4.15184 -0.8003 -0.0894 -1.2304 0.325
O 3.15149 0.80134 -0.56082 -0.2364 0.3016 0.3830 -0.623
H 2.38408 1.32323 -0.82049 0.1872 0.0398 -0.1425 0.297
H 3.20282 0.11073 -1.21681 0.0193 -0.2741 -0.3314 0.314
O 1.81064 0.60172 -3.97266 -2.1595 2.5054 -0.2789 -0.608
H 2.15596 -0.22533 -4.14785 1.3749 -2.7490 -0.4525 0.298
H 1.02997 0.62735 -4.57455 0.7965 0.2287 0.7789 0.316
O -0.80849 -3.24176 0.77890 -2.1986 1.7391 2.1725 -0.606
H -1.78757 -3.31583 0.74376 0.7156 0.6034 0.5851 0.317
H -0.63493 -3.82169 0.10629 1.5086 -2.3544 -2.7586 0.289
```
Forces are in eV/Å.

As for the SMILES: O.O.O.O.O. As for the multiplicity: 1. The energy comes out at -382.1515 hartree.

***

Question: Look up the multiplicity of the second one.
Answer: 1